1.
# C11H16ClO5PPt

A structure of composition C11H16ClO5PPt in a non-equilibrium geometry (wB97M-V/def2-TZVPD, the Open Molecules 2025 dataset).

The highest occupied orbital energy (alpha / beta) is -14.845 / -17.128 eV. Its net charge is +2. For the energy relative to the best compared isomer or geometry (same formula, charge and spin), the calculation gives 0.000 eV. The calculation puts the strongest force on any atom at 6.85 eV/Å. The expectation value of S² is 6.0265. The spin multiplicity is 5.

Geometry as XYZ:
```
35
Properties=species:S:1:pos:R:3:forces:R:3
Cl -2.839253 -0.006087 -1.917547 -0.289 0.584 -0.649
C 0.664477 -2.831068 -2.179388 -0.388 0.053 -0.473
C 1.794300 -2.083786 -1.747600 0.527 0.187 -0.005
C 1.587012 -0.710297 -2.055906 -0.620 0.045 -0.207
H 2.706911 -2.497225 -1.308751 -0.399 0.110 -0.163
C 0.298139 -0.551809 -2.681393 1.089 -1.349 -1.287
C -0.280705 -1.915559 -2.776344 1.126 0.573 -0.376
H -1.115015 -2.181576 -3.414846 0.005 -0.005 0.149
H 0.568659 -3.914506 -2.138296 -0.055 0.270 0.029
H 2.305675 0.091471 -1.935253 -0.067 -0.087 0.137
C -0.159225 0.632817 -3.442130 -1.315 0.100 0.593
Pt -0.942963 -1.079509 -0.798320 -0.304 1.504 -0.159
C -0.067560 -2.022976 0.591503 3.645 -3.412 4.696
C -2.722031 -1.383367 0.058916 -4.734 -0.505 2.089
O 0.465304 -2.565256 1.463667 -1.903 1.617 -2.755
O -3.771334 -1.415764 0.511781 2.570 -0.118 -0.689
H 0.154815 1.531292 -2.920648 0.229 0.255 -0.186
H -1.272247 0.622794 -3.413137 0.977 0.190 -0.527
H 0.169178 0.648235 -4.481055 0.215 -0.143 0.038
C -1.109289 3.301506 0.958563 -0.627 0.101 -0.817
O 0.048186 2.404383 0.950429 -0.296 -1.898 0.061
P -0.030315 0.775251 0.928581 0.989 1.590 2.373
O 1.484243 0.352363 1.299661 -2.024 0.440 -0.820
C 2.296235 0.846502 2.412289 0.814 -0.242 0.657
O -1.015869 0.305890 2.122985 0.616 0.448 -2.359
C -0.701725 0.118948 3.498540 -0.079 -0.316 1.098
H -2.041953 2.805165 1.283921 0.636 0.111 0.047
H -1.239175 3.645491 -0.080767 0.026 -0.061 0.489
H -0.877120 4.162989 1.592185 0.127 -0.415 -0.041
H 3.182670 1.348730 1.980970 -0.656 -0.202 0.286
H 1.778556 1.491243 3.149509 0.021 -0.205 -0.856
H 2.603084 -0.073582 2.939681 0.027 0.507 -0.239
H -1.578155 -0.384455 3.915536 0.187 0.334 0.099
H 0.152480 -0.534773 3.641926 0.166 -0.133 -0.233
H -0.495992 1.066527 3.990740 -0.237 0.072 0.000
```
Forces are in eV/Å.

Atomic partial charges in e from the natural (NBO) method, atoms 1 to 4: atom 1 (Cl): -0.298, atom 2 (C): -0.097, atom 3 (C): -0.063, atom 4 (C): -0.133

=====

2.
# C28H22CrN8OS2Se

A structure of composition C28H22CrN8OS2Se in a non-equilibrium geometry (wB97M-V/def2-TZVPD, the Open Molecules 2025 dataset).

The highest occupied orbital energy (alpha / beta) is -3.208 / -3.201 eV. Its net charge is -1. For the energy relative to the best compared isomer or geometry (same formula, charge and spin), the calculation gives 0.000 eV. The calculation puts the strongest force on any atom at 2.31 eV/Å. The expectation value of S² is 3.7841. The spin multiplicity is 4.

Geometry as XYZ:
```
63
Properties=species:S:1:pos:R:3:forces:R:3
Cr -0.195952 -1.382040 -0.765763 -1.370 -0.704 -1.726
N 2.848282 -4.467027 -0.760836 0.025 0.117 0.061
C 2.072029 -3.351597 -0.841678 -0.442 0.043 -0.553
S 0.681537 -3.426245 -1.867990 -0.040 0.289 0.176
N 2.489304 -2.297590 -0.183788 0.615 -0.239 0.243
N 1.652741 -1.241791 -0.201728 1.818 0.585 0.586
C 2.055435 -0.149949 0.395124 -0.072 -0.901 -0.343
C 3.384544 0.011262 1.012711 0.273 0.131 0.119
C 3.858001 -0.901478 1.953286 -0.144 -0.001 0.096
C 5.065661 -0.680902 2.593483 0.006 0.045 0.068
C 5.824588 0.443200 2.298241 0.016 -0.015 -0.097
C 5.384201 1.331895 1.328697 0.084 0.037 0.018
C 4.173643 1.116646 0.691053 -0.167 -0.136 -0.090
C 1.041923 0.891131 0.449724 -0.746 0.612 0.105
C 1.193209 2.138226 1.059256 0.281 -0.420 -0.105
C 0.161302 3.051021 1.001692 -0.335 -0.092 -0.161
C -1.009366 2.703493 0.339012 0.252 0.323 0.221
C -1.119498 1.429157 -0.172030 -0.322 -0.315 0.007
N -0.134723 0.539033 -0.107984 0.311 0.704 0.238
H 2.388262 -5.314429 -1.043599 -0.002 -0.061 0.062
H 3.430317 -4.528031 0.059747 0.048 0.018 -0.027
H 3.262966 -1.771995 2.188303 -0.020 0.021 0.026
H 5.410502 -1.382876 3.341762 -0.015 -0.016 -0.009
H 6.760684 0.620058 2.812476 0.007 -0.010 -0.006
H 5.979133 2.198987 1.070547 0.007 -0.008 0.005
H 3.834343 1.800733 -0.077362 -0.004 0.068 0.043
H 2.108092 2.364828 1.583951 0.033 0.021 0.001
H 0.257909 4.017672 1.476876 -0.007 -0.004 0.024
H -1.834049 3.396992 0.267583 -0.060 -0.069 0.022
H -2.040735 1.087931 -0.627243 0.028 -0.075 0.027
O -2.069132 -1.519430 -1.124100 -0.293 -0.037 0.350
C -2.916722 -1.291580 -2.062953 0.177 0.192 -0.622
C -4.295456 -1.542774 -1.854569 0.032 -0.032 0.120
C -5.217815 -1.334061 -2.848120 0.088 0.016 -0.091
C -4.819021 -0.868509 -4.106912 -0.085 0.011 -0.095
C -3.487761 -0.613037 -4.337328 0.103 0.033 -0.016
C -2.519645 -0.794068 -3.340075 -0.439 -0.274 0.325
C -1.126778 -0.482082 -3.566594 0.262 0.204 -0.024
N -0.131996 -0.517409 -2.683967 -0.052 -0.010 -0.131
C 0.998438 -0.075710 -3.326721 0.228 0.076 -0.059
C 0.703221 0.234600 -4.610646 -0.012 0.047 -0.025
N -0.641204 -0.024679 -4.751584 -0.005 -0.095 0.184
H -4.586014 -1.911868 -0.879582 0.038 0.010 0.014
H -6.265305 -1.542387 -2.667442 0.005 0.009 0.057
H -5.547775 -0.706764 -4.890272 0.011 -0.027 0.000
H -3.197728 -0.268300 -5.325162 0.000 0.057 0.024
H 1.950598 -0.023361 -2.826066 -0.024 -0.040 0.026
H 1.296864 0.616000 -5.421381 0.049 -0.038 0.031
H -1.174609 0.070097 -5.593757 -0.054 0.029 -0.024
Se -1.635354 -0.425918 2.710086 -0.036 0.333 0.166
C -2.019389 1.271617 3.438994 0.088 -0.584 -0.166
C -1.076262 1.986126 4.194563 -0.190 0.281 0.027
C -1.416195 3.221726 4.713207 0.071 -0.066 -0.030
N -2.601819 3.812621 4.542959 -0.064 0.264 0.075
C -3.494692 3.136800 3.815867 0.014 -0.048 -0.043
C -3.263381 1.894847 3.253422 0.095 0.260 0.096
H -0.093816 1.562654 4.359809 0.003 -0.013 0.047
H -0.699916 3.783821 5.309498 0.034 -0.045 -0.014
H -4.455791 3.629905 3.684896 -0.008 -0.047 -0.030
H -4.026137 1.394990 2.670733 -0.038 -0.004 0.028
S -0.343623 -4.913755 2.121966 0.013 -0.583 0.312
C -0.405485 -3.515070 1.350075 0.116 0.737 -0.279
N -0.404584 -2.491359 0.777633 -0.185 -0.567 0.741
```
Forces are in eV/Å.

Atomic partial charges in e from the natural (NBO) method, atoms 1 to 4: atom 1 (Cr): 1.116, atom 2 (N): -0.787, atom 3 (C): 0.321, atom 4 (S): -0.203

=====

3.
# C4H9N2

A cluster of 2 separate species, C4H9N2 in total in a non-equilibrium geometry (wB97M-V/def2-TZVPD, the Open Molecules 2025 dataset).

The highest occupied orbital energy is -14.544 eV. Its net charge is +1. For the energy relative to the best compared isomer or geometry (same formula, charge and spin), the calculation gives 4.202 eV. The calculation puts the strongest force on any atom at 4.54 eV/Å.

Geometry as XYZ:
```
15
Properties=species:S:1:pos:R:3:forces:R:3
C 1.275626 -0.245451 -0.047345 -3.259 0.816 -3.061
C -1.907516 -0.526008 0.340341 2.296 1.703 0.413
C -1.686768 0.995575 0.175821 -1.729 0.635 -0.504
C -0.931840 0.013423 -0.608284 3.623 0.983 1.807
N 1.762276 -1.197994 0.663060 1.443 0.356 1.826
N 2.062596 0.580290 -0.676492 -1.379 1.570 -1.086
H -1.572918 -0.866061 1.310161 -0.101 -0.334 -0.179
H -2.638759 -0.985573 -0.187588 -2.624 -1.600 -0.722
H -2.429984 1.531195 -0.480009 0.876 -0.488 0.696
H -1.480400 1.598953 1.064623 0.539 -0.604 -0.343
H -0.933928 0.172350 -1.673010 0.229 -0.904 -0.200
H 1.087720 -1.895240 0.908460 0.375 -0.521 0.964
H 2.711451 -1.011727 1.117872 -1.763 -1.296 -0.669
H 1.652022 1.146524 -1.440944 0.670 -0.286 1.162
H 3.030424 0.689747 -0.466659 0.802 -0.030 -0.104
```
Forces are in eV/Å.

Atomic partial charges in e from the natural (NBO) method, atoms 1 to 4: atom 1 (C): 0.493, atom 2 (C): -0.435, atom 3 (C): -0.466, atom 4 (C): -0.009

=====

4.
# C2H3N3O

An isolated molecule of C2H3N3O in a non-equilibrium geometry (wB97M-V/def2-TZVPD, the Open Molecules 2025 dataset).

The highest occupied orbital energy is -11.109 eV. For the energy relative to the best compared isomer or geometry (same formula, charge and spin), the calculation gives 3.990 eV. The calculation puts the strongest force on any atom at 7.86 eV/Å.

Geometry as XYZ:
```
9
Properties=species:S:1:pos:R:3:forces:R:3
N -0.641062 2.940071 1.125523 -0.263 -0.191 0.012
C -0.273132 1.932690 0.702205 2.336 -0.170 -0.448
C 0.571226 0.445107 -0.093517 -1.603 5.921 0.457
O 1.480878 0.580834 -0.824240 -0.290 -0.904 1.001
N -0.538388 -0.194031 0.114589 1.581 -7.367 -2.252
N -0.119356 -1.737239 -0.360260 -1.706 1.351 0.651
H -0.969946 -0.317852 1.018586 0.209 0.499 0.166
H 0.897000 -1.849171 -0.345331 -0.246 0.578 0.143
H -0.407221 -1.800408 -1.337557 -0.018 0.283 0.270
```
Forces are in eV/Å.

Atomic partial charges in e from the natural (NBO) method, atoms 1 to 4: atom 1 (N): -0.378, atom 2 (C): 0.018, atom 3 (C): 0.791, atom 4 (O): -0.467